# C31H48N2O3

An isolated ion of composition C31H48N2O3 and charge +2 (ωB97M-V/def2-TZVPD, the OMol25 dataset).

XYZ file:
```
84
Properties=species:S:1:pos:R:3
C -8.04 -1.73 -1.86
C -7.57 -0.48 -1.13
H -7.93 0.40 -1.67
H -6.47 -0.46 -1.12
N -8.02 -0.34 0.29
C -7.77 -1.60 1.02
H -8.45 -2.37 0.68
H -6.75 -1.93 0.84
H -7.91 -1.46 2.08
C -7.20 0.71 0.97
C -7.21 2.13 0.38
H -8.20 2.39 0.00
H -7.01 2.80 1.21
C -6.17 2.43 -0.71
H -6.39 1.91 -1.64
H -6.23 3.50 -0.92
C -4.73 2.12 -0.31
H -4.06 2.63 -1.00
O -4.53 0.71 -0.40
C -3.24 0.23 -0.34
C -2.13 1.02 -0.03
C -0.89 0.40 -0.01
C -0.74 -0.97 -0.28
C -1.85 -1.74 -0.57
C -3.09 -1.13 -0.61
H -3.97 -1.71 -0.85
H -1.76 -2.79 -0.79
C 0.68 -1.30 -0.17
C 1.37 -2.49 -0.33
C 2.75 -2.50 -0.15
C 3.44 -1.35 0.20
C 2.75 -0.14 0.36
C 1.39 -0.13 0.17
C 0.43 1.00 0.28
O 0.69 2.16 0.54
H 3.27 0.76 0.64
O 4.80 -1.28 0.38
C 5.53 -2.49 0.48
C 6.92 -2.18 1.05
H 6.80 -1.52 1.90
H 7.34 -3.12 1.42
C 7.91 -1.63 0.02
C 7.46 -0.39 -0.77
H 6.38 -0.45 -0.88
H 7.91 -0.42 -1.76
N 7.78 0.95 -0.20
C 7.31 1.04 1.20
H 6.30 0.65 1.26
H 7.97 0.47 1.84
H 7.32 2.08 1.53
C 7.10 1.99 -1.04
C 5.59 2.08 -0.89
H 5.22 2.80 -1.62
H 5.29 2.44 0.10
H 5.09 1.14 -1.09
H 7.35 1.79 -2.08
H 7.52 2.96 -0.77
C 9.26 1.18 -0.28
C 9.79 2.39 0.47
H 9.35 3.32 0.15
H 10.86 2.46 0.27
H 9.67 2.29 1.55
H 9.75 0.29 0.11
H 9.51 1.27 -1.34
H 8.87 -1.46 0.52
H 8.08 -2.41 -0.72
H 5.02 -3.17 1.17
H 5.61 -2.97 -0.50
H 3.28 -3.43 -0.29
H 0.86 -3.40 -0.59
H -2.20 2.07 0.19
H -4.53 2.46 0.71
H -6.17 0.36 0.98
H -7.54 0.76 2.00
C -9.48 -0.02 0.31
C -10.09 0.22 1.69
H -9.68 1.10 2.17
H -9.98 -0.64 2.34
H -11.15 0.39 1.55
H -10.00 -0.85 -0.16
H -9.64 0.87 -0.31
H -7.61 -2.64 -1.45
H -7.71 -1.65 -2.89
H -9.12 -1.82 -1.88
```

As for the largest force on an atom: 0.9 eV Å⁻¹. The net charge is +2. As for the structure (SMILES): CC[N+](C)(CC)CCCCOc1ccc2c(c1)C(=O)c1cc(OCCCC[N+](C)(CC)CC)ccc1-2. The calculation puts the HOMO-LUMO gap at 7.556 eV. For the electronic energy, the calculation gives -1544.780062 hartree. The energy above the lowest of the compared OMol25 structures with the same formula, charge and spin comes out at 19.3 kJ/mol.